# C4H13N2

The ion C4H13N2 with charge +1 in a non-equilibrium geometry (the ωB97M-V functional and the def2-TZVPD basis, the Open Molecules 2025 dataset).

Last column: Mulliken charge in e.
Cartesian coordinates (Å):
N (-2.4936, 0.2127, -0.4293)  -0.542
C (-1.7307, -0.3678, 0.6665)  -0.723
C (-0.5436, 0.3611, 1.3007)  -0.541
C (0.6161, 0.6500, 0.3309)  -0.679
C (0.9989, -0.5527, -0.5191)  -0.854
N (2.3094, -0.4043, -1.2110)  -0.196
H (-1.9069, 0.6969, -1.0987)  0.226
H (-3.0886, 0.9496, -0.0648)  0.282
H (-2.4322, -0.5618, 1.4749)  0.390
H (-1.4637, -1.4068, 0.4282)  0.321
H (-0.2644, -0.3443, 2.0870)  0.292
H (-0.7795, 1.3466, 1.6848)  0.314
H (0.2499, 1.4463, -0.3309)  0.380
H (1.4390, 1.1023, 0.8493)  0.472
H (0.9110, -1.4380, 0.0572)  0.448
H (0.2475, -0.6959, -1.2451)  0.356
H (2.9969, -0.1336, -0.4999)  0.359
H (2.2753, 0.3806, -1.8061)  0.345
H (2.6592, -1.2411, -1.6747)  0.352

Values from the calculation:
SMILES: NCCCC[NH3+]
Net charge: +1
Highest occupied orbital energy, Eh: -0.4671
E, Eh: -269.44643

---

# C4H13N2O

A cluster of 2 separate species, C4H13N2O in total (the ωB97M-V functional and the def2-TZVPD basis, the Open Molecules 2025 dataset).

Last column: Mulliken charge in e.
Cartesian coordinates (Å):
C (1.7882, -0.6066, 0.7666)  -0.802
N (0.9833, -1.6611, 0.1405)  -0.203
C (-0.3650, -1.6518, 0.7057)  -0.651
C (0.9381, -1.4379, -1.3110)  -0.788
H (1.9425, -0.8325, 1.8227)  0.298
H (1.3317, 0.3760, 0.6083)  0.240
H (2.7774, -0.6149, 0.3047)  0.289
H (-0.9578, -2.4464, 0.2354)  0.310
H (-0.3006, -1.8587, 1.7775)  0.283
H (-0.8674, -0.6936, 0.5387)  0.151
H (0.2359, -2.1413, -1.7571)  0.298
H (1.9381, -1.6245, -1.7089)  0.297
H (0.6146, -0.4195, -1.5605)  0.292
N (-2.3209, 1.9852, 0.0528)  -0.608
C (-0.8588, 2.2707, 0.0074)  -0.544
O (-0.1853, 1.2782, -0.5739)  -0.706
H (-2.5632, 1.5378, -0.8192)  0.182
H (-2.8787, 2.8182, 0.1928)  0.230
H (-0.6957, 3.2696, -0.4991)  0.235
H (-0.5563, 2.4532, 1.0767)  0.196

Values from the calculation:
Net charge: -1
Highest occupied orbital energy, Eh: -0.0984
E, Eh: -344.92097

---

# C4H13N2O

A cluster of 2 separate species, C4H13N2O in total in a non-equilibrium geometry (the ωB97M-V functional and the def2-TZVPD basis, the Open Molecules 2025 dataset).

Last column: Mulliken charge in e.
Cartesian coordinates (Å):
C (-1.3083, -0.0120, -0.2711)  -1.565
C (-0.8045, -0.9615, 0.8595)  -0.522
C (0.7103, -1.1847, 0.9651)  0.098
C (1.5204, -0.3990, 1.7024)  -0.975
N (1.0832, -2.4429, 0.5757)  -0.464
N (-0.1193, 0.5884, -1.0049)  -0.645
H (-1.8475, -0.5291, -1.0666)  0.677
H (-1.9107, 0.8243, 0.0893)  0.144
H (-1.1620, -1.9501, 0.5610)  0.233
H (-1.2496, -0.8348, 1.8456)  0.458
H (1.2604, 0.5882, 2.0086)  0.454
H (2.4519, -0.8049, 2.0883)  0.236
H (-0.7539, 4.1143, -2.4163)  0.379
H (0.5186, -3.1861, 0.2124)  0.271
H (1.9516, -2.7265, 1.0053)  0.175
H (0.8186, 0.5401, -0.6006)  0.212
H (-0.1248, -0.0476, -1.8740)  0.949
H (-0.3888, 1.4462, -1.5312)  0.464
H (-0.0461, 3.6903, -1.2274)  0.333
O (-0.5995, 3.2875, -1.9208)  -0.912

Values from the calculation:
Highest occupied orbital energy (alpha / beta), Eh: -0.1092 / -0.3056
E, Eh: -344.78604
Multiplicity: 2

---

Ordered relative energy (zero: lowest compared OMol25 entry of this formula, charge and spin) results: 34.0; 25.0; 59.6; unit kcal/mol.